ORCA calculation (ωB97M-V/def2-TZVPD) on C24H28NO2Pd as an isolated structure at a distorted geometry.

Last column: Mulliken spin population.
Cartesian coordinates (Å):
C  -1.731  2.151  2.205  0.145
C  -1.784  2.187  0.797  0.053
C  -1.758  0.859  0.300  0.149
H  -1.879  3.076  0.180  0.009
C  -1.717  -0.031  1.444  0.013
C  -1.637  0.804  2.624  0.051
H  -1.895  -1.102  1.425  -0.009
C  1.868  2.789  2.121  0.084
C  1.091  3.575  1.247  0.055
C  1.031  2.939  -0.027  0.048
H  0.641  4.536  1.500  -0.007
C  1.781  1.725  0.038  -0.011
C  2.319  1.625  1.401  0.088
H  -1.885  0.542  -0.732  0.004
H  -1.671  0.431  3.643  -0.016
H  -1.772  3.012  2.866  0.001
H  3.107  0.928  1.677  -0.014
H  0.548  3.328  -0.921  0.001
H  2.147  3.057  3.140  0.002
Pd  0.423  0.344  1.268  0.791
C  2.114  0.735  -1.058  0.003
C  3.614  0.444  -1.031  0.007
C  1.634  1.188  -2.431  0.017
H  4.168  1.368  -1.240  -0.001
H  3.871  -0.306  -1.784  0.000
H  3.942  0.060  -0.059  -0.001
H  2.091  2.139  -2.718  -0.001
H  0.546  1.311  -2.457  -0.001
H  1.909  0.431  -3.175  -0.003
C  1.266  -0.529  -0.667  0.003
C  1.594  -1.947  -1.101  0.036
H  0.242  -0.336  -1.039  -0.046
H  1.510  -0.740  0.445  0.059
O  2.769  -2.311  -1.040  0.014
N  0.535  -2.781  -1.400  0.004
C  -0.749  -2.861  -0.685  -0.002
H  0.854  -3.700  -1.680  0.000
C  -1.883  -2.200  -1.422  -0.001
C  -3.183  -2.212  -0.894  0.004
H  -3.374  -2.763  0.028  0.000
C  -4.221  -1.528  -1.536  -0.002
H  -5.226  -1.512  -1.097  -0.001
C  -3.974  -0.856  -2.744  0.002
H  -4.778  -0.301  -3.241  0.000
C  -2.694  -0.903  -3.318  -0.001
H  -2.485  -0.402  -4.273  0.000
C  -1.662  -1.598  -2.664  0.003
H  -0.674  -1.687  -3.125  0.000
H  -0.709  -2.479  0.345  -0.003
H  -0.984  -3.929  -0.591  0.000
C  1.151  -1.553  3.502  0.300
C  0.936  -0.114  3.212  0.126
O  1.000  0.788  4.014  0.101
H  0.954  -2.180  2.626  0.001
H  0.464  -1.839  4.311  -0.025
H  2.205  -1.673  3.793  -0.029

Values from the calculation:
2S+1   3
Net charge   -1
Expectation value of S²   2.014
HOMO-LUMO gap (alpha / beta)   4.74 / 5.61 eV

ORCA calculation (ωB97M-V/def2-TZVPD) on C24H29BiN4Si as an isolated structure.

Last column: Mulliken charge in e.
Cartesian coordinates (Å):
Bi  -0.260  1.291  -0.363  1.553
C  -1.627  -1.520  0.874  -0.892
C  -0.350  -1.483  1.711  -0.926
C  -0.362  -0.288  2.617  0.682
C  -0.427  -0.389  3.995  -0.960
C  -0.492  0.764  4.762  -0.345
C  -0.497  2.001  4.135  -0.903
C  -0.439  2.031  2.759  -0.057
N  -0.372  0.916  2.017  0.128
N  -1.543  -0.752  -0.411  0.507
C  -0.885  -1.611  -1.435  -1.308
C  -0.636  -0.871  -2.721  0.711
C  -0.648  -1.491  -3.955  -0.870
C  -0.358  -0.735  -5.081  -0.391
C  -0.074  0.616  -4.945  -0.815
C  -0.091  1.167  -3.680  -0.255
N  -0.369  0.431  -2.597  0.055
C  -2.934  -0.433  -0.867  -0.591
C  -3.582  0.602  0.007  0.348
C  -4.647  0.312  0.840  -0.539
C  -5.197  1.341  1.596  -0.476
C  -4.650  2.608  1.492  -0.580
C  -3.566  2.799  0.647  -0.326
N  -3.038  1.818  -0.086  -0.358
H  -2.446  -1.085  1.445  0.440
H  -1.913  -2.544  0.623  0.445
H  0.532  -1.441  1.068  -0.050
H  -0.265  -2.396  2.298  0.664
H  -0.417  -1.365  4.461  0.508
H  -0.539  0.699  5.841  0.447
H  -0.541  2.923  4.696  0.467
H  -0.434  2.975  2.224  0.401
H  -1.518  -2.483  -1.622  0.605
H  0.063  -1.966  -1.023  0.523
H  -0.877  -2.545  -4.033  0.500
H  -0.358  -1.196  -6.060  0.468
H  0.152  1.236  -5.801  0.462
H  0.121  2.218  -3.521  0.421
H  -3.519  -1.356  -0.892  0.425
H  -2.853  -0.049  -1.883  0.439
H  -5.063  -0.687  0.878  0.436
H  -6.041  1.154  2.246  0.464
H  -5.055  3.441  2.049  0.450
H  -3.114  3.779  0.543  0.473
C  5.329  0.269  1.177  -0.949
Si  4.601  -0.537  -0.322  -0.073
C  4.677  -2.385  -0.259  -0.949
C  5.276  0.163  -1.897  -0.943
C  2.768  -0.077  -0.307  1.086
C  1.579  0.191  -0.300  -1.485
H  6.387  0.012  1.259  0.342
H  4.837  -0.048  2.097  0.315
H  5.257  1.355  1.101  0.320
H  5.720  -2.708  -0.267  0.346
H  4.181  -2.838  -1.118  0.318
H  4.217  -2.772  0.652  0.316
H  6.332  -0.102  -1.994  0.341
H  5.207  1.252  -1.893  0.315
H  4.757  -0.215  -2.778  0.318

Values from the calculation:
Energy relative to the best compared isomer or geometry (same formula, charge and spin)   0.0 kJ/mol
2S+1   1
Net charge   +2
HOMO-LUMO gap   8.90 eV

ORCA calculation (ωB97M-V/def2-TZVPD) on C24H29Cl2N4O10Rb as an isolated structure.

Last column: Mulliken charge in e.
Cartesian coordinates (Å):
Rb  0.911  0.720  -0.703  0.817
C  5.542  -2.031  1.649  -0.897
O  4.247  -2.265  1.136  -0.365
C  3.266  -1.333  1.314  0.518
O  2.194  -1.523  0.801  -0.163
N  3.578  -0.297  2.152  0.043
N  2.768  0.849  2.204  -0.769
H  6.125  -2.920  1.416  0.247
H  5.531  -1.898  2.735  0.360
H  6.012  -1.168  1.170  0.302
H  4.546  -0.051  2.248  0.294
H  2.636  1.182  1.253  0.286
H  1.864  0.643  2.631  0.439
O  0.508  -1.260  -3.123  -0.487
C  0.415  -2.515  -2.482  -0.018
C  -1.046  -2.940  -2.493  -0.924
C  -1.925  -2.107  -1.545  -0.628
C  -1.668  -2.466  -0.107  0.452
C  -2.177  -3.650  0.426  -0.675
C  -1.883  -3.983  1.737  -0.489
C  -1.072  -3.136  2.472  -1.161
C  -0.597  -1.985  1.861  -0.346
N  -0.904  -1.644  0.610  0.619
H  1.429  -0.939  -3.022  0.418
H  0.792  -2.464  -1.453  0.043
H  1.005  -3.267  -3.025  0.354
H  -1.109  -4.000  -2.227  0.406
H  -1.418  -2.825  -3.515  0.430
H  -2.980  -2.284  -1.775  0.390
H  -1.714  -1.049  -1.706  -0.005
H  -2.799  -4.290  -0.189  0.428
H  -2.282  -4.891  2.174  0.374
H  -0.812  -3.343  3.501  0.500
H  0.042  -1.301  2.403  0.589
C  -1.990  3.586  -2.020  -1.670
C  -1.091  2.857  -3.008  1.985
C  -1.562  3.077  -4.446  -1.908
O  -1.133  1.465  -2.703  -0.433
C  0.378  3.385  -2.898  0.337
O  0.538  4.603  -3.049  -0.821
O  1.247  2.491  -2.695  -0.591
H  -3.027  3.264  -2.153  0.401
H  -1.907  4.659  -2.186  0.384
H  -1.678  3.356  -1.000  0.201
H  -2.588  2.718  -4.562  0.410
H  -0.916  2.525  -5.131  0.364
H  -1.510  4.137  -4.694  0.371
H  -0.210  1.186  -2.840  -0.028
Cl  4.440  0.780  -4.567  -0.234
C  4.296  1.484  -2.946  0.520
Cl  5.869  2.091  -2.388  -0.244
C  3.645  0.499  -1.909  0.181
O  2.966  -0.425  -2.385  -0.830
O  3.788  0.828  -0.720  -0.619
H  3.612  2.330  -3.015  -0.053
O  -0.625  -0.370  5.456  -0.755
C  -0.925  0.305  4.479  0.065
N  -0.091  0.809  3.529  -0.470
C  -0.827  1.448  2.583  -0.042
O  -0.414  1.993  1.566  -0.673
C  -2.299  1.370  2.942  0.523
C  -3.435  1.831  2.316  -0.329
C  -4.665  1.560  2.918  -0.536
C  -4.729  0.841  4.108  -0.354
C  -3.567  0.374  4.726  -0.572
C  -2.362  0.656  4.122  0.326
H  -3.369  2.377  1.382  0.513
H  -5.580  1.906  2.453  0.396
H  -5.694  0.634  4.557  0.354
H  -3.608  -0.196  5.647  0.445

Values from the calculation:
Energy relative to the best compared isomer or geometry (same formula, charge and spin)   27.3 kJ/mol
2S+1   1
Net charge   -2
HOMO-LUMO gap   7.25 eV